Entry from the OMol25 dataset: a 13-piece molecular cluster, C43H118N14O19 overall at a distorted geometry (ωB97M-V with the def2-TZVPD basis set).

Properties
HOMO energy, eV: -8.345
Energy, eV: -106258.541
LUMO, eV: 0.2
Energy above the lowest of the compared OMol25 structures with the same formula, charge and spin, kcal/mol: 17.6

The geometry in XYZ format:
```
194
Properties=species:S:1:pos:R:3:forces:R:3:lowdin_charge:R:1
C 2.3915 6.3672 2.6750 0.99 0.63 0.36 -0.12
O 1.8250 5.1228 2.9480 0.10 -1.22 -0.51 -0.19
C 0.8980 4.9469 3.9884 -0.07 0.89 -0.02 -0.22
C 0.3957 3.5176 4.0385 1.16 -1.39 -1.54 -0.18
N 1.4723 2.4763 4.1887 -0.59 0.01 2.30 -0.07
C 2.1778 2.6692 5.4868 1.37 0.68 -0.41 -0.17
C 3.0745 1.5002 5.9950 -0.33 1.17 -0.95 -0.22
O 2.3048 0.4584 6.5538 0.86 -0.23 -0.46 -0.18
C 3.0362 -0.7625 6.5552 -0.13 -0.50 -0.03 -0.12
H 1.7823 7.0963 2.1308 -0.52 -0.32 0.03 0.09
H 3.2660 6.1668 2.0572 -0.09 0.00 -0.13 0.07
H 2.7863 6.8833 3.5588 -0.24 -0.16 0.27 0.09
H 0.1092 5.6907 3.8303 -0.44 -0.27 0.27 0.13
H 1.3522 5.1567 4.9648 0.12 0.24 -0.02 0.12
H 0.0215 3.1044 3.0957 -0.75 1.14 -0.29 0.10
H -0.3812 3.4273 4.7955 0.16 -0.18 0.22 0.12
H 2.2043 2.6235 3.4954 -0.37 -0.09 -0.43 0.08
H 1.5518 3.1341 6.2497 -0.45 -0.73 0.13 0.12
H 2.8342 3.5142 5.2330 0.64 -0.20 0.64 0.11
H 3.8663 1.8703 6.6581 -0.48 0.18 0.63 0.12
H 3.7082 1.2005 5.1485 -0.52 -0.55 -0.33 0.12
H 2.3900 -1.5361 6.9653 0.00 0.11 0.19 0.09
H 3.9789 -0.7366 7.1105 -0.15 0.37 0.37 0.09
H 3.3300 -1.1265 5.5655 -0.27 0.40 -0.29 0.07
C 6.2830 2.2947 -0.2775 1.35 -0.11 0.80 -0.10
O 6.5057 3.6023 0.2285 -0.77 0.21 -0.48 -0.18
C 5.4999 4.5547 -0.1278 0.25 0.43 -0.25 -0.20
C 4.0707 4.0548 0.0040 -0.89 -0.02 1.84 -0.22
N 3.0501 5.0659 -0.2963 1.97 0.39 -0.65 -0.06
C 2.6449 5.1001 -1.7099 -1.16 -0.38 2.12 -0.16
C 1.7019 3.9262 -1.9879 -0.25 0.08 -0.20 -0.20
O 2.3076 2.6528 -2.2107 -0.18 0.92 -1.01 -0.21
C 1.4031 1.7411 -2.7828 -0.54 -0.29 -0.70 -0.12
H 5.3560 1.8686 0.1018 -0.24 0.02 -0.54 0.06
H 7.0613 1.6828 0.1909 0.03 0.07 -0.02 0.09
H 6.5059 2.2449 -1.3461 -0.74 -0.06 -0.18 0.09
H 5.6360 5.0499 -1.1001 0.37 -0.61 -0.40 0.11
H 5.6902 5.3839 0.5562 -0.41 -0.07 0.25 0.12
H 3.9759 3.7979 1.0670 -0.16 0.08 -0.05 0.11
H 3.7934 3.1064 -0.4544 0.72 0.36 -0.56 0.07
H 2.2785 5.0345 0.3494 -0.18 -0.22 -0.14 0.08
H 3.5037 5.2418 -2.3599 -0.06 -0.26 -0.13 0.12
H 1.9990 5.9829 -1.7345 0.10 0.09 -0.64 0.11
H 0.9951 4.2502 -2.7633 0.23 -0.53 -0.52 0.12
H 1.0765 3.7880 -1.0987 -0.10 0.28 0.20 0.12
H 0.3489 1.9219 -2.5355 0.09 0.20 0.49 0.08
H 1.6551 0.7258 -2.4852 0.18 0.03 -0.18 0.06
H 1.3945 1.7678 -3.8782 0.40 0.08 -0.04 0.10
C -0.4863 -9.6610 -6.5850 -0.90 -0.21 -0.03 -0.10
O -0.6544 -9.0993 -5.3053 -0.67 0.17 0.68 -0.21
C 0.4975 -9.1042 -4.4745 1.20 0.29 -0.97 -0.22
C 0.1966 -8.4498 -3.1389 -1.45 -1.58 0.95 -0.19
N -0.7740 -7.3503 -3.1697 1.14 0.63 -2.24 -0.04
C -0.2216 -6.1189 -3.8181 -0.43 1.18 1.91 -0.17
C 0.9734 -5.4866 -3.1266 -0.32 0.42 -0.87 -0.21
O 2.1712 -6.1713 -3.3951 -0.18 -0.24 -0.19 -0.17
C 3.2281 -6.0541 -2.4888 -0.08 -0.52 1.17 -0.11
H -0.2444 -8.8916 -7.3219 0.98 -0.19 0.06 0.09
H -1.4461 -10.0201 -6.9713 -0.24 0.04 0.54 0.08
H 0.1193 -10.5658 -6.5168 0.59 0.32 -0.42 0.09
H 1.3061 -8.6221 -5.0360 0.15 0.12 0.13 0.12
H 0.8015 -10.1355 -4.2724 0.11 -0.08 -0.09 0.12
H 0.9951 -8.2871 -2.4166 0.63 0.53 -0.83 0.12
H -0.2665 -9.2990 -2.6137 -0.71 0.39 0.13 0.12
H -1.2964 -7.5228 -4.0343 -1.13 -1.28 1.03 0.10
H -1.0178 -5.3892 -3.6115 0.06 0.12 -0.13 0.12
H -0.1943 -6.1218 -4.9133 0.71 -0.49 0.05 0.13
H 0.7733 -5.3600 -2.0569 0.01 -0.28 0.11 0.13
H 0.9968 -4.4838 -3.5723 0.35 0.14 0.21 0.11
H 3.0629 -6.4916 -1.4863 -0.65 -0.56 -0.28 0.09
H 3.4812 -5.0502 -2.1371 0.39 0.28 -1.07 0.05
H 4.0154 -6.6711 -2.9165 0.46 0.66 -0.02 0.10
C -6.3444 5.4262 -0.5812 0.40 -0.55 0.47 -0.09
O -5.4882 6.2463 -1.3541 -0.07 -0.36 -0.97 -0.18
C -6.1465 7.3805 -1.8491 -2.05 1.14 1.57 -0.22
C -6.3643 8.4428 -0.7494 0.19 1.16 0.90 -0.20
N -5.1569 9.1161 -0.2163 1.59 -0.87 -0.70 -0.06
C -4.4557 8.5857 0.9772 -1.39 -0.47 -0.28 -0.21
C -5.2377 8.7524 2.2937 0.24 -0.63 -0.54 -0.19
O -6.5522 8.1959 2.3879 0.39 -0.20 -0.18 -0.22
C -6.7181 7.0392 3.1909 -0.29 0.41 -0.22 -0.10
H -6.0147 4.3887 -0.6598 0.38 0.11 0.06 0.07
H -7.3908 5.3663 -0.8896 -0.01 0.64 -0.25 0.10
H -6.2806 5.7397 0.4629 -0.25 -0.09 0.06 0.07
H -7.1929 7.1650 -2.1085 0.07 -0.53 -0.30 0.11
H -5.7550 7.8353 -2.7580 0.90 -0.35 0.19 0.12
H -6.9382 8.1772 0.1440 -0.02 -0.94 -0.39 0.10
H -6.9865 9.2595 -1.1302 0.05 -0.13 -0.57 0.11
H -4.4084 8.8092 -0.8417 -0.39 0.98 -0.87 0.09
H -3.5120 9.1367 0.9727 -0.17 0.31 0.70 0.12
H -4.1124 7.5535 0.7968 -0.47 -0.24 0.37 0.11
H -5.4569 9.8104 2.4359 0.83 0.10 0.47 0.13
H -4.6160 8.1912 2.9986 0.07 0.93 0.68 0.11
H -7.7373 7.1419 3.5620 -0.14 -0.61 -0.21 0.09
H -6.1035 6.9752 4.0950 0.41 0.38 -0.21 0.08
H -6.5413 6.1501 2.5830 -0.28 -0.24 0.23 0.07
C 2.0104 -4.6104 0.6998 -1.78 -1.29 0.55 -0.12
O 0.7704 -3.9376 0.7931 -0.79 0.14 -0.54 -0.17
C 0.7366 -2.6750 0.1364 -0.34 0.59 1.29 -0.21
C -0.5760 -1.9447 0.4268 -0.15 -0.83 0.51 -0.18
N -0.5470 -0.5790 -0.0956 -1.06 -0.27 -1.84 -0.06
C -1.8370 0.1379 0.0534 0.23 -1.13 1.59 -0.19
C -1.6113 1.6317 0.0113 -0.76 -0.29 -0.37 -0.20
O -2.7877 2.1921 -0.5504 -0.48 0.21 0.74 -0.20
C -2.9706 3.5678 -0.3252 -0.73 0.35 0.18 -0.11
H 1.7837 -5.5742 1.1626 0.37 0.09 0.47 0.10
H 2.7621 -4.0442 1.2541 0.29 -0.51 -0.19 0.09
H 2.2319 -4.9334 -0.3232 0.48 0.76 0.06 0.06
H 0.8408 -2.7313 -0.9488 -0.37 -0.26 1.15 0.07
H 1.5404 -2.1021 0.6143 0.09 0.42 -0.58 0.12
H -0.7736 -1.8825 1.5025 0.18 -0.10 0.09 0.12
H -1.3563 -2.6006 0.0180 -0.27 0.27 -0.23 0.11
H -0.4899 -0.6644 -1.1118 0.68 -0.16 -0.08 0.09
H -2.1601 -0.2384 1.0342 -0.11 0.92 0.38 0.09
H -2.7291 -0.1288 -0.5289 0.64 -0.23 -0.98 0.12
H -0.8299 1.9160 -0.7022 0.56 -0.22 0.59 0.10
H -1.4133 1.8999 1.0534 0.17 0.80 -0.24 0.11
H -3.4673 3.8479 0.6158 0.32 -0.63 0.47 0.08
H -3.7301 3.9008 -1.0338 0.56 0.21 -0.50 0.08
H -2.0365 4.1336 -0.3463 0.01 0.06 -0.45 0.09
C 6.6147 -4.9080 -0.5121 0.52 -1.48 0.56 -0.13
O 5.3489 -4.3540 -0.7095 -0.07 0.14 -0.09 -0.22
C 5.2178 -3.0529 -0.0967 -0.55 -1.40 -0.60 -0.17
C 3.8676 -2.4977 -0.5113 1.13 0.01 -0.46 -0.22
N 3.7566 -2.2726 -1.9713 -0.77 -0.51 1.98 0.01
C 2.3187 -2.2729 -2.2965 0.96 0.36 -2.54 -0.22
C 2.3225 -2.0928 -3.8173 -0.93 1.09 -0.16 -0.22
O 2.9009 -0.8244 -4.0718 -0.21 0.23 -0.39 -0.22
C 3.2946 -0.5977 -5.4145 0.86 -0.68 0.95 -0.10
H 7.4609 -4.2659 -0.7654 -0.17 0.26 -0.10 0.09
H 6.7254 -5.8577 -1.0437 -0.33 0.37 -0.74 0.09
H 6.7714 -5.3127 0.4990 -0.16 0.75 0.41 0.09
H 6.1112 -2.5271 -0.4366 -0.23 0.74 0.46 0.13
H 5.1294 -3.2135 0.9827 0.66 0.31 0.17 0.12
H 3.7700 -1.5830 0.0765 -0.47 0.25 -0.26 0.12
H 3.1274 -3.2419 -0.2047 0.69 0.89 -0.24 0.04
H 4.1760 -3.1146 -2.3586 -0.07 0.11 -0.38 0.09
H 1.7800 -1.4647 -1.7987 0.52 0.38 -0.23 0.10
H 1.6999 -3.1480 -2.0729 1.00 -0.38 -0.29 0.07
H 1.3198 -2.0367 -4.2637 -0.15 -0.54 0.31 0.11
H 2.8666 -2.9079 -4.3103 0.23 -0.01 0.07 0.12
H 4.0019 -1.4041 -5.6438 0.12 0.16 -0.47 0.09
H 3.8343 0.3460 -5.3725 -0.09 0.07 -0.37 0.09
H 2.5184 -0.5993 -6.1851 -0.36 0.10 0.27 0.08
C -0.9296 -0.7549 4.1633 -1.27 -0.72 0.12 -0.69
O -1.8550 -1.5736 4.1156 0.66 0.14 0.02 -0.01
N -1.1276 0.5510 3.8785 0.43 1.00 -0.26 0.17
N 0.3574 -1.0367 4.4992 -1.52 0.02 -0.70 0.19
H -2.0392 0.9150 3.6830 -0.13 -0.23 0.04 0.11
H -0.3646 1.1907 4.0583 -0.20 0.20 -0.02 0.04
H 0.4791 -1.9447 4.9084 0.95 0.15 0.00 0.10
H 0.9670 -0.2476 4.3883 0.91 -0.56 0.92 0.07
C -5.2419 -2.4654 0.4153 0.63 0.03 0.51 -0.65
O -5.2582 -2.7626 -0.7730 0.14 0.36 0.29 0.02
N -4.1204 -2.2258 1.1614 -0.94 -0.36 -0.75 0.19
N -6.4001 -2.3376 1.1520 -0.25 -0.03 -1.63 0.14
H -3.2791 -1.9783 0.6765 0.20 -0.16 0.36 0.05
H -4.2883 -2.0755 2.1356 0.85 0.35 0.27 0.10
H -6.4194 -2.2929 2.1497 -0.21 -0.17 0.15 0.10
H -7.1701 -2.6403 0.5713 -0.35 -0.08 0.81 0.11
C 2.3336 1.2016 1.2157 1.82 -0.77 -0.10 -0.64
O 3.3321 1.5972 1.8519 -1.15 -0.03 0.16 -0.01
N 1.2032 0.6999 1.7588 0.04 0.37 0.60 0.19
N 2.4017 1.0938 -0.1304 -0.36 -0.33 0.14 0.19
H 1.2369 0.6931 2.7608 -0.24 0.01 -0.01 0.04
H 0.5692 0.1043 1.2158 0.25 0.41 0.04 0.06
H 1.5328 1.0109 -0.6328 0.30 -0.04 0.00 0.05
H 3.2242 1.4507 -0.5870 -0.39 -0.04 -0.07 0.08
C -2.0769 -1.5272 -3.4543 0.83 -0.48 -0.21 -0.65
O -1.0025 -1.8325 -2.9131 -0.85 0.06 0.37 0.00
N -2.0566 -0.7149 -4.5436 0.03 0.05 0.18 0.16
N -3.3101 -1.9715 -3.1187 0.50 -0.02 0.29 0.19
H -1.1377 -0.4817 -4.8731 -0.21 0.22 -0.27 0.10
H -2.9082 -0.4703 -5.0085 0.20 0.25 -0.34 0.10
H -4.0712 -1.7548 -3.7300 -0.33 -0.12 0.21 0.10
H -3.4541 -2.5853 -2.3323 -0.18 0.08 0.02 0.08
C -5.7567 1.4284 0.5761 1.06 -0.17 -0.84 -0.19
O -6.9548 0.9379 1.0917 -0.72 0.55 0.63 -0.11
H -4.8395 0.9499 0.9387 -0.20 -0.25 0.31 0.06
H -5.6856 1.3463 -0.5149 -0.20 -0.03 -0.06 0.08
H -5.6338 2.4869 0.8053 -0.41 0.00 0.23 0.06
H -7.0811 -0.0080 0.9979 0.57 -0.18 -0.27 0.04
C -2.6494 -5.8074 -0.3091 0.06 0.21 0.66 -0.19
O -2.1296 -7.0632 -0.6460 0.23 -0.46 0.00 -0.14
H -3.7169 -5.9186 -0.1028 -0.05 0.15 -0.27 0.07
H -2.2062 -5.4436 0.6277 0.10 0.03 -0.07 0.07
H -2.4809 -5.0250 -1.0545 -0.11 -0.11 -0.22 0.06
H -1.5179 -7.0458 -1.4040 -0.35 0.18 -0.14 0.02
C 1.7716 -4.4745 4.1299 -0.25 -1.06 -0.78 -0.16
O 2.4625 -3.2816 4.4259 0.04 0.01 0.10 -0.13
H 0.7730 -4.3127 3.7104 -0.07 0.23 0.26 0.08
H 2.2891 -5.0681 3.3690 0.19 0.10 0.05 0.06
H 1.7017 -5.1436 4.9864 0.02 0.48 0.33 0.08
H 2.6142 -2.8510 3.5780 0.01 0.19 0.12 0.07
```
Forces are in eV/Å.